C3H8N2O | ωB97M-V/def2-TZVPD

Summary:
spin multiplicity: 1
frontier orbital gap: 0.38328 hartree
E_HOMO: -9.4945 eV
lowest unoccupied orbital energy: 0.935 eV
net charge: 0
SMILES: CNC(=O)NC
largest force on an atom: 0.0092 hartree/bohr
energy above the lowest of the compared OMol25 structures with the same formula, charge and spin: 9.38 kcal/mol

Atoms and positions in Å:
C  1.0071  -2.1222  0.6825
N  0.2323  -0.9085  0.8273
C  0.2543  0.0567  -0.1489
O  0.9542  0.0138  -1.1454
N  -0.6577  1.0883  0.1376
C  -1.0157  1.9651  -0.9640
H  0.4774  -2.8984  0.1139
H  1.2562  -2.5145  1.6725
H  1.9260  -1.8841  0.1450
H  -0.6348  -0.9688  1.3402
H  -0.4443  1.5640  1.0047
H  -1.7365  2.7054  -0.6045
H  -0.1642  2.4776  -1.4256
H  -1.5139  1.3657  -1.7311

Forces on atoms 1 to 3 (eV/Å):
C 0.2 -0.1 0.0
N 0.0 0.1 -0.1
C 0.0 0.0 -0.1

Atom charges from the Mulliken analysis, given in e for atoms 1 to 5: atom 1 (C): -0.78, atom 2 (N): -0.26, atom 3 (C): 0.52, atom 4 (O): -0.61, atom 5 (N): -0.32